Record 1
# C50H69AsN3O5P2Si2TeZr

A structure of composition C50H69AsN3O5P2Si2TeZr in a non-equilibrium geometry (the ωB97M-V functional and the def2-TZVPD basis, the OMol25 dataset).

## Properties
Energy = -171405.14188 eV
Kohn-Sham gap = 7.841 eV
Charge = +3
HOMO = -0.570 Ha
E_LUMO = -7.68 eV

Geometry as XYZ:
```
134
Properties=species:S:1:pos:R:3:forces:R:3:lowdin_charge:R:1
C 0.1282 -3.3163 -2.5388 -0.19 0.17 -0.01 -0.292
H -3.1707 3.6941 1.6441 0.04 -0.04 -0.01 0.123
N -0.2466 1.5931 2.3667 -0.12 0.27 0.44 -0.247
C -4.3664 2.1912 -4.2879 0.01 0.03 0.03 -0.032
H 1.9810 -0.6695 3.5837 0.07 -0.06 -0.03 -0.006
H 0.9620 3.2915 4.2742 -0.06 0.07 0.01 -0.001
H 5.7518 0.5132 -0.1253 0.00 -0.02 0.04 0.043
H 2.1776 3.1827 5.5623 0.02 -0.02 -0.02 0.042
H -3.3092 -2.5853 -2.7116 -0.02 0.04 0.00 0.087
H 3.3851 -3.8437 -3.3107 0.00 -0.01 0.02 0.121
O -0.5433 1.9710 0.1584 -0.43 1.40 0.79 -0.486
C 3.3917 2.7282 2.2936 0.03 -0.14 -0.30 -0.453
C 2.7655 -3.1080 2.0381 0.06 -0.03 -0.07 0.016
H -0.9607 0.5477 -4.1330 -0.03 -0.02 -0.03 0.068
C -2.6319 -2.3188 -1.8969 0.27 0.35 0.04 -0.252
H -5.7931 -3.9440 1.8714 -0.02 0.01 0.01 0.120
H -6.2251 -0.3125 -1.4641 -0.05 -0.01 0.02 0.109
As 1.3000 1.6406 -1.7594 0.55 1.17 -1.04 1.073
C 3.7873 -3.0276 1.1115 0.01 0.05 -0.01 -0.006
H 2.8717 -3.7342 2.9144 -0.03 0.04 0.03 0.137
C -7.1428 -2.7275 0.7241 0.02 0.02 -0.03 -0.029
O -0.4018 -0.7222 -1.8568 -0.16 -0.60 -0.99 -0.551
H 2.2281 -0.9303 -0.9985 0.05 0.04 -0.02 0.054
C 3.5900 -2.2459 -0.0167 0.04 -0.01 -0.02 -0.035
H 3.3717 2.9032 3.3690 -0.13 -0.06 0.04 0.020
C -1.0308 3.7269 1.6931 -0.10 0.12 -0.01 -0.219
H 5.6188 0.7410 3.8875 -0.04 -0.01 0.00 0.046
H -8.2434 -1.3818 -0.5303 0.01 0.00 0.00 0.124
H 6.5325 0.1430 2.5149 -0.01 0.01 -0.03 0.050
H 0.3977 -6.6558 -2.0807 0.01 0.00 -0.01 0.123
C -1.7250 -1.0382 -7.0221 0.03 0.03 0.06 -0.032
H -3.3729 6.1476 1.8788 0.01 0.02 -0.02 0.119
C -0.2508 -4.6234 -2.2505 -0.11 0.09 0.04 -0.084
H -3.3775 3.6161 -3.0310 0.01 -0.01 0.03 0.121
H 4.7194 -3.5564 1.2631 -0.04 -0.06 -0.01 0.131
H -4.6280 2.9261 -5.0379 0.02 -0.01 0.00 0.124
H 1.7144 -2.0255 -3.2061 0.07 -0.03 0.00 0.103
H 3.2533 3.6868 1.7935 -0.13 -0.06 -0.12 0.017
H 3.3551 0.7532 -3.0416 -0.01 0.00 0.06 0.027
H 2.5256 2.0073 -3.9756 -0.06 0.08 0.09 0.043
C -1.7859 -2.3447 -6.5501 -0.05 -0.05 -0.04 -0.039
H 0.0817 -4.6963 2.6164 -0.06 -0.05 0.01 0.135
P -3.3817 -0.8541 -1.0506 -0.79 -0.54 -0.59 0.861
Si 5.1024 1.9848 1.7564 0.44 -0.16 -0.21 0.467
C -0.4282 -3.7463 2.4511 -0.04 0.29 -0.13 -0.120
H 3.0439 3.0751 -0.4378 0.06 -0.06 -0.05 -0.023
C 1.5872 -2.3895 1.8560 -0.07 0.09 0.10 -0.289
C -4.7542 0.8673 -4.4565 -0.04 -0.06 -0.04 -0.043
C -3.3481 1.6466 -2.1796 -0.03 -0.04 0.02 -0.071
H 2.0224 -0.9018 6.5600 -0.04 0.00 -0.04 0.037
H -3.7735 -2.8985 0.9423 -0.02 -0.04 0.01 0.092
C -1.1981 -0.2555 -4.8151 0.03 0.03 0.09 -0.079
H -2.8143 1.9446 -1.2856 -0.01 0.04 0.01 0.094
H -1.2790 -4.8580 -1.9994 0.03 -0.03 0.03 0.112
C -2.3938 5.6894 1.8502 -0.01 0.02 0.00 -0.044
H -1.5894 -3.6330 -4.8474 0.01 -0.01 -0.07 0.117
H 2.7285 -6.1569 -2.7211 0.00 0.00 0.00 0.124
H -1.8985 -0.8367 -8.0707 -0.01 0.00 0.00 0.123
N 1.4168 -1.5805 0.7850 0.41 -0.18 -0.51 -0.025
H 4.3410 -2.1725 -0.7908 -0.01 0.04 0.00 0.124
C -1.4309 0.0055 -6.1554 -0.01 0.03 -0.06 -0.046
C 5.0371 1.3327 -0.0287 -0.02 0.27 0.26 -0.182
C -4.7515 -2.5579 0.6191 0.01 -0.02 0.02 -0.076
H 6.4729 3.7244 2.9053 -0.01 -0.01 0.01 0.046
C -1.2529 6.4714 1.9532 -0.03 0.03 -0.03 -0.045
C -5.8854 -3.1500 1.1428 0.06 -0.02 0.03 -0.044
C -7.2639 -1.7095 -0.2098 -0.07 -0.01 0.02 -0.036
C 1.1768 2.8687 5.2567 -0.08 -0.33 0.08 -0.161
H -1.3248 -3.7365 3.0752 0.02 -0.05 0.02 0.129
C 2.3794 1.1412 -3.3335 -0.13 -0.34 0.31 -0.253
H 0.4761 3.3112 5.9666 -0.02 -0.01 -0.01 0.048
C -0.7001 0.2911 5.3099 0.25 0.16 -0.15 -0.162
C -4.8705 -1.5340 -0.3237 0.24 0.17 -0.15 -0.275
Si 1.0462 0.9920 5.2460 0.25 -0.10 0.09 0.507
H 4.0555 0.9540 -0.3168 -0.07 -0.11 -0.06 -0.030
C -0.0274 2.7416 -2.6924 -0.14 -0.07 0.04 -0.260
H 0.4936 3.4205 -3.3660 0.09 -0.05 0.00 0.053
H 4.8464 -0.3301 2.7046 0.00 -0.03 -0.02 0.013
H -5.3069 0.5710 -5.3381 0.00 0.00 0.01 0.124
H -1.3810 1.0215 -6.5246 0.01 -0.01 0.00 0.120
H -8.0284 -3.1996 1.1274 -0.01 0.02 0.00 0.125
H -0.1069 -1.6606 2.9355 -0.02 0.05 0.09 0.079
N -0.9857 2.2979 1.4877 -0.22 0.30 0.06 -0.179
H -2.0044 -3.1563 -7.2311 0.00 0.00 0.01 0.123
H 7.3361 2.9782 1.5654 0.00 -0.01 0.00 0.050
C 0.1148 4.5023 1.8135 -0.07 -0.14 -0.05 -0.050
O -0.4250 0.2110 2.0158 -0.35 0.89 1.53 -0.524
H 1.5453 0.4318 7.6001 0.01 -0.01 0.01 0.048
H 0.0590 -3.9340 0.3614 -0.02 0.07 -0.08 0.114
H -1.8078 -1.9968 1.2244 -0.19 -0.05 -0.03 0.083
H 5.3318 2.0979 -0.7495 -0.07 0.03 0.01 0.045
C 2.3743 -4.0568 -2.9880 0.03 0.03 -0.02 -0.048
H -1.3400 7.5470 2.0268 0.00 -0.01 0.08 0.121
P -0.9974 -1.9232 -2.6110 -0.36 -0.73 -0.56 0.849
C 0.6922 -5.6390 -2.3044 -0.03 -0.11 0.01 -0.043
C -2.2856 4.3128 1.7186 -0.06 -0.08 0.03 0.000
H -1.2632 0.8348 6.0724 0.04 0.01 0.03 0.047
C 2.4057 -1.5532 -0.1304 0.02 -0.10 0.07 -0.188
C 2.0154 0.1869 6.6446 -0.10 0.26 -0.15 -0.168
C -3.6647 2.5802 -3.1552 0.00 0.04 -0.06 -0.051
H 1.5171 3.9317 -0.7419 0.01 -0.02 0.05 0.029
H 6.1221 4.2152 1.2476 -0.05 -0.03 -0.03 0.043
C 1.4411 -3.0376 -2.9254 -0.04 0.02 -0.05 -0.081
C 2.1103 0.4007 3.7123 -0.43 -0.07 0.12 -0.419
C 0.0014 5.8766 1.9500 0.07 -0.05 0.00 -0.046
H -0.5583 3.3260 -1.9437 0.00 -0.01 0.02 0.030
O -1.1572 -2.3177 0.5832 -0.33 0.06 0.44 -0.205
H 3.0514 0.5270 6.6950 -0.01 0.02 -0.01 0.039
H -2.5861 -3.1632 -1.2135 0.03 0.07 0.10 0.055
H 0.8946 -2.7875 3.8395 0.05 0.08 0.00 0.132
C 2.2620 3.2593 -1.1684 -0.14 -0.25 0.23 -0.258
Zr -0.3891 0.0418 0.0581 0.71 -2.53 -1.43 1.607
H -1.2496 0.3746 4.3762 -0.02 0.03 -0.03 0.005
Te 1.8457 1.3136 1.8248 1.57 0.76 1.55 1.713
C -4.4463 -0.0715 -3.4890 0.04 -0.04 -0.04 -0.084
C -1.2639 -1.5607 -4.3411 0.12 0.15 0.17 -0.293
H -0.7540 2.1726 -3.2622 0.00 -0.04 0.03 -0.006
O -2.4629 -0.2227 0.0040 0.02 0.05 -0.24 -0.445
H 3.1525 0.5884 3.9660 0.04 -0.01 -0.06 0.002
C -3.7367 0.3189 -2.3507 -0.04 -0.07 0.29 -0.300
H 1.0921 4.0456 1.8005 0.10 0.03 -0.01 0.051
H -1.6147 -4.3397 0.7458 -0.01 0.05 -0.07 0.129
C -0.7925 -3.6579 0.9802 0.26 -0.31 0.09 -0.196
H 2.7029 3.7444 -2.0373 -0.01 -0.08 -0.06 0.053
H -0.6824 -0.7569 5.6163 0.05 -0.01 -0.01 0.036
C -6.1306 -1.1092 -0.7372 0.06 0.12 -0.02 -0.052
C 2.0023 -5.3570 -2.6660 -0.04 0.01 0.00 -0.031
H 0.8929 6.4809 2.0540 -0.02 0.02 -0.02 0.118
C 5.5472 0.4996 2.8248 -0.11 0.32 0.00 -0.172
H 1.8509 0.3733 -3.9012 0.00 0.02 0.00 0.013
C 0.4754 -2.5707 2.8567 -0.01 -0.15 -0.11 -0.135
H -4.7670 -1.0987 -3.6214 -0.02 0.01 -0.01 0.119
C -1.5554 -2.6117 -5.2121 0.00 -0.05 0.10 -0.061
C 6.3629 3.3609 1.8821 -0.19 -0.17 0.12 -0.159
```
Forces are in eV/Å.

Record 2
# C6H16F2N4O9S2

A cluster of 4 separate species, C6H16F2N4O9S2 in total in a non-equilibrium geometry (the ωB97M-V functional and the def2-TZVPD basis, the OMol25 dataset).

## Properties
Energy = -57966.60421 eV
Kohn-Sham gap = 6.687 eV
HOMO = -0.294 Ha
E_LUMO = -1.32 eV

Geometry as XYZ:
```
39
Properties=species:S:1:pos:R:3:forces:R:3:lowdin_charge:R:1
H 0.7541 -0.7758 -2.6702 -0.23 1.62 0.61 0.082
C -0.2855 0.2420 3.8784 0.66 -0.79 -0.70 0.025
F -3.4378 3.6322 -2.8181 0.30 -0.24 -0.71 -0.202
O -0.7866 -0.1802 0.5583 1.30 -0.43 0.68 -0.123
S -1.5741 0.5372 -3.9038 0.90 -3.14 -3.34 0.458
H 1.4086 2.1536 -2.8999 -0.44 -0.01 0.15 0.075
N 0.3242 -0.9757 3.1729 -0.32 -0.62 1.19 0.085
O 1.5530 1.4176 0.2538 0.41 -0.86 0.20 0.162
C 1.6392 2.4813 -1.8871 -0.12 -0.52 0.81 0.032
O -2.4768 0.0680 1.9050 0.40 0.05 0.71 -0.044
H 0.4278 -4.3717 4.1522 -0.56 0.28 -0.03 0.092
S -2.6772 2.2491 -2.5448 -2.38 2.60 0.06 0.529
N 2.5225 0.1546 -1.4323 -0.43 -1.02 -1.80 0.109
C 1.8370 1.3514 -0.8919 -0.04 2.43 -0.07 -0.418
H 3.0820 0.4251 -2.2412 -0.47 0.31 -0.42 0.173
O -0.1493 0.8122 -3.9648 -0.10 0.06 0.64 -0.352
N -2.0362 -0.2371 0.7870 -1.78 -0.56 -1.42 -0.587
O -1.0803 -2.2764 4.5096 1.42 0.17 -0.68 0.176
H 0.8472 3.0206 -1.3703 -0.32 0.24 -0.78 0.087
H 0.1324 0.1944 4.8812 -0.06 0.38 0.01 0.099
H -1.3653 0.1376 3.8607 0.13 0.09 -0.17 0.079
H 1.7966 -3.4089 4.2835 0.29 0.55 -0.49 0.090
O -3.6587 1.5803 -1.7571 0.78 -0.45 -0.57 -0.255
H 1.3320 -0.8690 3.0962 0.13 -0.05 0.18 0.164
H 2.1324 -1.6665 -2.3802 0.28 0.02 0.07 0.095
H 1.0017 -3.7224 2.6507 0.42 0.31 -0.02 0.090
C -0.0549 -2.2723 3.8937 -0.82 -0.88 0.51 -0.354
N -2.5081 1.7616 -4.1447 -0.15 0.72 3.47 -0.264
H 1.1695 -1.4511 -0.9961 -0.63 0.66 0.07 0.092
O -1.4697 2.7300 -1.9382 0.43 -0.76 -0.16 -0.299
H 0.0041 -1.0690 2.2009 -0.89 0.80 -1.02 0.121
H 0.0643 1.0691 3.2656 -0.28 0.24 0.30 0.104
H 2.5052 3.1462 -1.9229 0.28 -0.25 0.20 0.100
O -2.0014 -0.5464 -3.0604 0.48 1.03 0.10 -0.277
O -2.7969 -0.5957 -0.1131 0.80 0.15 0.74 0.019
C 1.4983 -0.9230 -1.8862 1.80 -2.25 0.09 0.054
H 3.2544 -0.2498 -0.8516 -0.62 -0.19 0.84 0.177
F -1.8023 -0.0898 -5.3805 0.14 0.23 0.37 -0.219
C 0.8747 -3.4834 3.7058 -0.70 0.13 0.38 0.022
```
Forces are in eV/Å.

Record 3
# C5H8O

The molecule C5H8O (the ωB97M-V functional and the def2-TZVPD basis, the OMol25 dataset).

## Properties
Energy = -7360.06774 eV
Kohn-Sham gap = 10.954 eV
SMILES = C#CC[C@@H](C)O
HOMO = -0.367 Ha
E_LUMO = 0.97 eV

Geometry as XYZ:
```
14
Properties=species:S:1:pos:R:3:forces:R:3:lowdin_charge:R:1
C 1.7211 0.4671 0.3812 0.45 0.06 -0.22 -0.146
H 0.0276 1.2426 1.4477 0.17 -0.18 -0.16 0.123
H -2.3159 0.8106 -0.1161 0.09 -0.18 0.00 0.086
C -1.8036 -0.0511 -0.5601 -0.10 -0.03 -0.06 -0.061
C 0.2872 0.7258 0.5145 -0.08 0.17 -0.17 -0.163
H -1.4030 0.2542 -1.5331 -0.12 -0.06 0.09 0.089
O 0.0061 -1.5504 -0.3996 0.20 -0.09 0.10 -0.042
H 3.8647 0.3002 -0.3504 -0.15 -0.10 0.25 0.029
C 2.8664 0.3480 0.0284 -0.31 0.03 0.13 0.114
H 0.0771 1.4242 -0.3081 -0.03 0.00 0.25 0.119
H 0.8436 -1.7307 0.0504 -0.08 -0.03 -0.20 0.083
H -1.0063 -0.8840 1.2672 0.17 0.15 -0.13 0.139
H -2.5301 -0.8497 -0.7212 0.08 0.02 0.07 0.081
C -0.6349 -0.5067 0.2992 -0.29 0.24 0.06 -0.450
```
Forces are in eV/Å.